[1]
{"formula": "C4H10N2O2", "method": "ωB97M-V with the def2-TZVPD basis set", "spin_multiplicity": 1, "smiles": "CC(C)=N.C=NOO", "lumo_ev": 0.852, "fmax_ev_per_a": 1.8, "homo_lumo_gap_ha": 0.375, "homo_ev": -9.353, "e_above_lowest_kj_mol": 590.7, "elements": ["C", "C", "C", "N", "H", "H", "H", "H", "H", "H", "H", "C", "N", "O", "O", "H", "H", "H"], "xyz": [[-0.8111, 0.9930, -0.3086], [-1.4224, -0.3504, -0.0748], [-2.6937, -0.6259, -0.8250], [-0.8568, -1.1531, 0.7196], [-1.4215, 1.7514, 0.1817], [0.1963, 1.0476, 0.0929], [-0.7931, 1.2196, -1.3731], [-3.1621, -1.5510, -0.4925], [-3.3939, 0.1973, -0.6937], [-2.4758, -0.7074, -1.8897], [-1.3190, -2.0496, 0.8474], [3.5482, 0.6448, -0.3120], [2.5647, 0.7575, 0.4569], [2.3689, -0.4230, 1.2294], [1.2964, -0.2795, 2.1155], [3.7234, 1.4295, -1.0300], [4.1581, -0.2668, -0.2713], [0.4934, -0.6341, 1.6274]]}

[2]
{"formula": "C4H10N2O2", "method": "ωB97M-V with the def2-TZVPD basis set", "spin_multiplicity": 1, "smiles": "NCCNCC(=O)O", "lumo_ev": 0.650, "fmax_ev_per_a": 1.0, "homo_lumo_gap_ha": 0.376, "homo_ev": -9.589, "e_above_lowest_kj_mol": 142.4, "elements": ["N", "C", "C", "N", "C", "C", "O", "O", "H", "H", "H", "H", "H", "H", "H", "H", "H", "H"], "xyz": [[-2.2833, -0.8280, 0.0396], [-1.3415, -0.2313, -0.8993], [-0.6453, 1.0383, -0.3818], [0.3609, 0.8107, 0.6452], [1.6576, 0.4033, 0.1430], [2.0254, -1.0577, 0.4220], [3.1309, -1.4858, 0.2462], [1.0466, -1.8108, 0.9316], [-1.8017, -1.0314, 0.9149], [-2.9797, -0.1233, 0.2497], [-1.8880, 0.0388, -1.7999], [-0.5435, -0.9345, -1.1555], [-0.2174, 1.5623, -1.2507], [-1.4152, 1.7149, -0.0330], [0.4160, 1.6301, 1.2253], [1.7519, 0.5875, -0.9246], [2.4740, 0.9650, 0.5928], [0.2520, -1.2480, 1.0346]]}

[3]
{"formula": "C4H10N2O2", "method": "ωB97M-V with the def2-TZVPD basis set", "spin_multiplicity": 1, "smiles": "CC(C)=O.N/N=C/O", "lumo_ev": [0.329, 0.329], "fmax_ev_per_a": 5.0, "homo_lumo_gap_ha": [0.313, 0.313], "homo_ev": [-8.186, -8.186], "e_above_lowest_kj_mol": 364.3, "elements": ["C", "C", "C", "O", "H", "H", "H", "H", "H", "H", "N", "N", "C", "O", "H", "H", "H", "H"], "xyz": [[1.7680, 0.6056, -0.8949], [0.5507, 0.8843, -0.0419], [0.8354, 1.0440, 1.4398], [-0.3971, 1.5409, -0.5472], [2.3601, -0.2020, -0.4564], [2.3834, 1.5036, -0.9775], [1.4396, 0.3106, -1.8953], [1.3625, 1.9831, 1.6179], [-0.1079, 1.0577, 1.9920], [1.4551, 0.2157, 1.7958], [-2.4864, -0.6942, -1.1579], [-1.9479, -0.9703, 0.0282], [-0.7107, -1.4295, -0.0414], [-0.2453, -2.0666, 1.0533], [-1.9157, -0.0528, -1.7232], [-3.3980, -0.2455, -1.0471], [-0.2436, -1.8003, -0.9647], [-0.7023, -1.6846, 1.8205]]}

[4]
{"formula": "C4H10N2O2", "method": "ωB97M-V with the def2-TZVPD basis set", "spin_multiplicity": 1, "lumo_ev": -3.289, "fmax_ev_per_a": 3.2, "homo_lumo_gap_ha": 0.198, "homo_ev": -8.676, "e_above_lowest_kj_mol": 730.5, "elements": ["C", "O", "C", "C", "C", "N", "O", "N", "H", "H", "H", "H", "H", "H", "H", "H", "H", "H"], "xyz": [[1.7556, 0.3572, -0.9889], [2.7579, 0.1079, -0.1581], [0.3912, 0.7912, -0.2042], [-0.5908, -0.2734, -0.1790], [-2.0061, 0.0529, -0.3555], [-2.9413, -1.0013, -0.1985], [-2.3920, 1.1654, -0.6716], [0.7962, 1.3119, 1.1290], [2.0163, 1.3134, -1.5063], [1.6843, -0.4053, -1.7857], [1.0342, 0.4513, 1.6164], [-0.1096, 1.6192, -0.7224], [-0.3621, -1.3292, -0.3102], [1.3907, -2.0096, 1.9473], [-3.7752, -0.6059, -0.6147], [-2.9790, -1.3766, 0.7395], [1.7473, 1.6548, 1.0105], [1.5823, -1.8238, 1.2524]]}

[5]
{"formula": "C4H10N2O2", "method": "ωB97M-V with the def2-TZVPD basis set", "spin_multiplicity": 1, "smiles": "CC(N)=O.CC(N)=O", "lumo_ev": 0.661, "fmax_ev_per_a": 1.1, "homo_lumo_gap_ha": 0.377, "homo_ev": -9.589, "e_above_lowest_kj_mol": 46.5, "elements": ["C", "C", "N", "O", "H", "H", "H", "H", "H", "C", "C", "N", "O", "H", "H", "H", "H", "H"], "xyz": [[-0.5757, -2.0767, 0.0908], [0.3683, -2.3874, 1.2206], [1.5895, -1.7914, 1.1326], [0.0911, -3.1814, 2.0995], [-0.9747, -2.9413, -0.4312], [-0.1023, -1.4834, -0.6859], [-1.4217, -1.5497, 0.5323], [2.2778, -2.0657, 1.8096], [1.7438, -1.0715, 0.4418], [-1.0835, 1.2376, -0.5487], [0.2251, 1.9478, -0.8060], [0.2089, 3.3038, -0.8464], [1.2563, 1.3209, -0.9867], [-1.6970, 1.8311, 0.1210], [-0.7558, 0.3162, -0.0878], [-1.6103, 0.9541, -1.4614], [1.0863, 3.7938, -0.8802], [-0.6261, 3.8434, -0.7136]]}

[6]
{"formula": "C4H10N2O2", "method": "ωB97M-V with the def2-TZVPD basis set", "spin_multiplicity": 1, "smiles": "NC(=O)O.CN1CC1", "lumo_ev": 0.886, "fmax_ev_per_a": 3.7, "homo_lumo_gap_ha": 0.371, "homo_ev": -9.209, "e_above_lowest_kj_mol": 258.4, "elements": ["N", "C", "O", "O", "H", "H", "H", "C", "N", "C", "C", "H", "H", "H", "H", "H", "H", "H"], "xyz": [[0.4121, -0.5719, 2.0497], [-0.7877, 0.0406, 1.7516], [-1.0207, 1.2190, 1.9759], [-1.7737, -0.8956, 1.7517], [1.1881, 0.0343, 2.2745], [0.4732, -1.5626, 1.8674], [-2.5831, -0.3528, 1.8059], [-0.1275, -1.1177, -1.2969], [-0.2498, 0.2448, -0.7950], [0.2374, 1.2693, -1.7133], [1.1271, 0.9663, -0.5584], [-0.4908, -1.2054, -2.3260], [-0.7635, -1.7663, -0.6877], [0.8937, -1.5148, -1.2474], [-0.3184, 2.1994, -1.6892], [0.5703, 0.9423, -2.6921], [2.0065, 0.3493, -0.6839], [1.2069, 1.7216, 0.2131]]}